Below is an isolated molecule of C2H4N2O2 in a non-equilibrium geometry, with properties calculated with ωB97M-V/def2-TZVPD.

- LUMO energy: 0.2 eV
- Highest occupied orbital energy: -10.0 eV
- SMILES string: N/N=C\C(=O)O
- Kohn-Sham gap: 10.20 eV
- F_max: 0.07050 hartree/bohr

XYZ file:
```
10
Properties=species:S:1:pos:R:3:forces:R:3
H -0.198258 -1.066784 1.532930 2.0858 1.0503 0.9373
N -0.945186 -1.528611 1.129692 -3.5645 -0.0561 -0.6593
C -0.796953 0.125181 -0.558685 -0.3010 1.6268 -2.5386
O 1.220697 1.217256 -1.337835 -0.0911 -0.1836 -0.4577
O 1.162709 0.385034 0.765756 0.8884 0.1397 -1.4400
H 2.107540 0.644831 0.655420 -0.6579 -0.1043 0.4485
H -1.228485 0.798489 -1.425302 0.0120 -1.9470 1.6540
H -1.690795 -1.656832 1.904177 1.3557 0.2572 -2.2394
N -1.493544 -0.744795 0.055199 0.5106 -0.2370 1.5150
C 0.632595 0.604122 -0.505453 -0.2380 -0.5459 2.7802
```
Positions in Å, forces in eV/Å.

=====

Below is a cluster of 2 separate species, C2H4N2O2 in total in a non-equilibrium geometry, with properties calculated with ωB97M-V/def2-TZVPD.

- LUMO energy (spin up / spin down): 1.1 / -0.7 eV
- Highest occupied orbital energy (spin up / spin down): -6.7 / -11.0 eV
- <S²>: 2.01
- Kohn-Sham gap (spin up / spin down): 7.78 / 10.22 eV
- F_max: 0.09263 hartree/bohr
- Spin multiplicity: 3

XYZ file:
```
10
Properties=species:S:1:pos:R:3:forces:R:3
H -1.623060 1.403785 -0.989444 -1.8802 3.7388 -1.8964
H 1.960115 -1.945479 0.073872 0.3379 0.2595 -0.0548
H -1.836516 -0.245457 1.527909 -0.0833 -0.5728 0.8477
N 1.513911 -0.105908 0.095025 3.6880 0.5053 -0.6287
O -0.280754 0.882488 0.490969 1.7085 2.7666 -0.2454
O 2.403575 0.598867 -0.413745 -1.7268 -1.9963 0.7295
N 1.267705 -1.258489 0.407964 -0.0485 0.0341 -0.4095
C -1.368970 0.264133 0.743692 -3.4091 -0.8294 -0.6043
H -0.876976 -0.200012 -1.286796 0.6011 -0.1738 -0.5845
C -1.159030 0.606074 -0.649448 0.8123 -3.7319 2.8463
```
Positions in Å, forces in eV/Å.

=====

Below is the ion C2H4N2O2PS2 with charge -1 in a non-equilibrium geometry, with properties calculated with ωB97M-V/def2-TZVPD.

- LUMO energy: 3.0 eV
- Highest occupied orbital energy: -4.5 eV
- SMILES string: NSC/N=C(\[O-])OP=S
- Net charge: -1
- Kohn-Sham gap: 7.46 eV
- F_max: 0.02143 hartree/bohr

XYZ file:
```
13
Properties=species:S:1:pos:R:3:forces:R:3
S 0.085531 1.418142 -0.011510 -0.1472 -0.0484 -0.1159
N -0.033316 -0.818915 -1.577707 0.3713 0.0037 -0.9942
C -0.860830 0.018398 -0.814684 0.1578 0.3028 0.8267
H -1.564917 0.535117 -1.469862 -0.1314 0.0628 0.1232
H 2.032056 0.259325 -0.024205 -0.0879 -0.0402 0.0976
P 2.813402 -3.092439 -1.988266 0.2740 0.8738 0.6131
O 1.340043 -2.568563 -2.008715 -0.0891 -0.5822 -0.3927
O 0.580889 -2.293767 0.119107 -0.0719 -0.3096 0.8178
S 3.916836 -2.009131 -0.801722 -0.1901 -0.4793 -0.4033
C 0.543730 -1.799013 -0.987070 -0.0567 0.2513 -0.1820
H -1.394222 -0.483959 0.008225 0.0012 -0.0232 -0.2038
N 1.432629 0.655754 0.696538 -0.1394 -0.0267 -0.0797
H 1.129159 -0.103017 1.300521 0.1093 0.0151 -0.1068
```
Positions in Å, forces in eV/Å.

=====

Below is a structure of composition C2H4N2O2S in a non-equilibrium geometry, with properties calculated with ωB97M-V/def2-TZVPD.

- LUMO energy: -1.1 eV
- Highest occupied orbital energy: -9.4 eV
- Kohn-Sham gap: 8.24 eV
- F_max: 0.15881 hartree/bohr

XYZ file:
```
11
Properties=species:S:1:pos:R:3:forces:R:3
H -0.110990 -0.446482 -2.358942 1.1139 2.8765 1.3574
O 0.760630 1.394997 0.240997 0.0694 -0.2363 -0.3462
O -1.298325 -1.305224 2.334024 7.3680 -1.7925 3.0312
S 1.447994 1.741237 -2.270181 -1.5151 -2.3211 -0.3699
C -0.566510 -0.640202 0.305547 -1.2783 1.4963 1.0115
N -0.091505 0.546091 -0.489341 3.1501 -0.8164 3.0516
H -1.770010 -0.844167 -0.345126 3.7043 -0.0995 2.9708
N -0.024391 -0.876299 1.564515 -5.7936 1.2555 -5.3768
H -0.234990 -1.704175 3.304801 -4.7863 1.1744 -3.0847
H 1.570313 1.614246 -0.555728 -1.8287 -0.1143 1.7203
C 0.317784 0.519979 -1.730566 -0.2037 -1.4226 -3.9653
```
Positions in Å, forces in eV/Å.

=====

Below is an isolated molecule of C2H4N2O2S in a non-equilibrium geometry, with properties calculated with ωB97M-V/def2-TZVPD.

- LUMO energy: 0.1 eV
- Highest occupied orbital energy: -8.6 eV
- SMILES string: NC(=S)O/C=N/O
- Kohn-Sham gap: 8.67 eV
- F_max: 0.13723 hartree/bohr

XYZ file:
```
11
Properties=species:S:1:pos:R:3:forces:R:3
C 0.532037 -1.070369 0.040509 4.0674 -0.1446 1.3176
H -1.623283 2.121151 0.473641 0.8534 -4.2651 -1.5992
H -0.113895 1.463570 -0.133137 -2.0893 -1.9096 0.5727
N -1.116823 1.146481 0.109789 0.0726 5.2619 0.9696
O 2.761140 -0.368706 -0.064889 -2.3453 4.3540 -2.9325
H 1.072077 -2.101809 0.527208 -1.9666 2.9912 -1.5183
O -0.819338 -1.030244 0.140955 4.6471 -5.3059 -0.2186
H 2.901473 0.585176 -0.562201 0.9393 -3.6483 1.9950
C -1.657809 -0.111246 0.032939 -3.4242 5.0233 -0.6983
S -3.249768 -0.554154 -0.209181 0.7125 0.7465 0.4311
N 1.314186 -0.079854 -0.355631 -1.4670 -3.1034 1.6810
```
Positions in Å, forces in eV/Å.

=====

Below is an isolated molecule of C2H4N2O2S in a non-equilibrium geometry, with properties calculated with ωB97M-V/def2-TZVPD.

- LUMO energy: 0.1 eV
- Highest occupied orbital energy: -8.3 eV
- SMILES string: NC(=S)NOC=O
- Kohn-Sham gap: 8.45 eV
- F_max: 0.12302 hartree/bohr

XYZ file:
```
11
Properties=species:S:1:pos:R:3:forces:R:3
S 1.885724 -1.510774 0.360314 -0.5460 1.1340 -0.9708
H 2.880678 0.699889 0.370372 -1.6498 1.3738 0.3451
C 1.218931 0.008321 -0.027359 -1.7111 -4.3712 1.7370
O -0.848510 -0.915080 -0.519807 -5.1574 -2.0188 -0.1289
N -0.120143 0.180247 -0.318503 1.0702 3.2064 1.2304
N 1.889458 1.122527 0.296121 3.5353 2.7366 -4.4754
H 1.961711 1.728853 -0.727095 -0.4093 -1.5680 3.7704
H -3.167417 -1.329932 -0.685264 1.5652 0.6574 0.4782
H -0.561082 0.809308 0.388224 0.4407 -0.3310 -0.8219
O -2.697175 -0.082019 0.917015 0.5755 -0.5323 -1.7801
C -2.442180 -0.711343 -0.054019 2.2868 -0.2869 0.6159
```
Positions in Å, forces in eV/Å.

=====

Below is an isolated molecule of C2H4N2O2S in a non-equilibrium geometry, with properties calculated with ωB97M-V/def2-TZVPD.

- LUMO energy: 0.3 eV
- Highest occupied orbital energy: -8.7 eV
- SMILES string: NC(=S)ONC=O
- Kohn-Sham gap: 9.02 eV
- F_max: 0.08672 hartree/bohr

XYZ file:
```
11
Properties=species:S:1:pos:R:3:forces:R:3
N -0.878501 -0.358087 0.629998 -0.8617 0.2471 0.6606
O -2.978939 -0.563191 -0.470549 4.4137 0.6366 0.0098
C -1.724761 -0.528702 -0.533382 -3.5329 -0.8652 1.9365
O 0.406916 -0.987212 0.468470 -1.6842 -0.6301 0.6092
H 1.842775 1.780544 -0.132587 -0.5420 -1.7014 -0.7670
C 1.370099 -0.209314 0.036500 3.8460 0.5823 -1.1803
H 0.286411 1.533530 0.319488 0.6468 -1.3268 -1.0318
H -1.172360 -0.225397 1.702673 0.6086 -0.8902 -3.5160
H -1.193370 -0.712270 -1.489216 0.2097 0.2431 0.6757
N 1.067790 1.077121 -0.224853 -0.3460 3.1650 1.8306
S 2.973943 -0.807017 -0.306547 -2.7580 0.5396 0.7728
```
Positions in Å, forces in eV/Å.

=====

Below is an isolated molecule of C2H4N2O2S2 in a non-equilibrium geometry, with properties calculated with ωB97M-V/def2-TZVPD.

- LUMO energy: -0.6 eV
- Highest occupied orbital energy: -10.0 eV
- SMILES string: C[S@](=O)(=NC#N)OS
- Kohn-Sham gap: 9.37 eV
- F_max: 0.07442 hartree/bohr

XYZ file:
```
12
Properties=species:S:1:pos:R:3:forces:R:3
C 1.250276 -0.866262 -0.587084 -1.6282 -1.7698 1.6563
S -0.546646 -1.047894 2.095847 -0.3707 0.4340 -0.3851
H -1.063061 -0.029096 2.863229 0.1240 -0.2959 -0.8284
N -0.685914 1.310838 -0.903679 -0.0921 -1.9057 -0.4752
O -1.076182 -0.918010 -1.835381 -1.0556 -1.0751 -1.4307
S -0.530192 -0.213471 -0.763576 2.3692 2.4232 1.7780
N -0.235330 3.356995 0.374148 0.2113 0.9090 0.6442
O -1.319063 -0.771623 0.581859 0.8309 0.0774 0.2881
H 0.966148 -2.016742 -0.607816 0.9895 2.2985 0.3372
H 1.919197 -0.655851 -1.409590 -0.5500 0.4301 -0.5384
H 1.750201 -0.517478 0.365411 -0.8874 -0.5770 -0.9851
C -0.429434 2.368592 -0.173368 0.0592 -0.9486 -0.0610
```
Positions in Å, forces in eV/Å.